Record 1
{"formula": "C43H47N2O13PS", "method": "ωB97M-V with the def2-TZVPD basis set", "symbols": ["C", "C", "O", "O", "H", "H", "C", "C", "C", "C", "N", "H", "C", "H", "C", "C", "H", "C", "H", "C", "C", "H", "H", "H", "O", "H", "C", "H", "O", "H", "C", "N", "P", "H", "C", "C", "H", "C", "O", "C", "C", "H", "H", "H", "C", "C", "C", "S", "H", "O", "C", "H", "C", "C", "C", "O", "C", "H", "C", "C", "C", "H", "H", "H", "O", "O", "C", "H", "O", "C", "H", "H", "C", "H", "C", "H", "C", "C", "C", "C", "H", "H", "O", "C", "H", "C", "H", "H", "H", "H", "H", "H", "O", "O", "H", "H", "H", "C", "H", "H", "H", "H", "C", "H", "H", "C", "H"], "positions_angstrom": [[2.1944, -5.0401, -4.4876], [-1.1954, 1.7764, -2.3268], [4.7698, 4.7440, 2.9317], [-1.5992, -0.0246, -5.9629], [1.8635, -4.0515, -0.6119], [3.0735, 4.2875, 0.1749], [3.4939, -3.4521, -3.1383], [-5.1660, -2.1821, 1.1882], [0.4715, -3.6087, 0.9301], [1.9188, -0.7246, 1.6515], [2.1818, 0.7946, -1.3746], [4.7050, 1.7660, 2.3658], [-2.6215, -5.5615, 4.1215], [-2.4800, 0.0592, 1.3747], [3.0553, -1.7499, 1.7708], [-2.0314, 7.8630, 0.0597], [-0.0377, -6.8438, 2.1371], [2.0252, 3.9870, 0.1351], [1.0994, -1.1257, 2.2509], [2.2998, -2.5790, -3.0137], [-1.0403, -6.7608, 2.5374], [-2.7556, -4.7809, 4.8592], [0.0995, -4.5097, -4.8528], [0.7483, 3.1422, -1.2149], [-4.3017, -8.1472, 2.3655], [4.3933, -3.1060, -2.6450], [1.6722, -3.2175, 0.0736], [0.7016, -4.4051, 1.6386], [-1.0878, 2.3109, -1.2385], [-3.2947, 2.3381, -2.5750], [-1.2566, -5.6990, 3.5536], [1.5995, 3.6932, -1.2138], [3.3094, 1.1187, -0.3247], [-1.8983, -8.3374, 1.4110], [-2.6261, 1.2270, -4.2475], [4.0055, 2.4740, 1.9237], [-4.6163, -6.2750, 4.1332], [-1.4841, 0.5144, -4.8820], [-0.3536, -4.9692, 3.9038], [-3.1936, 7.7648, -0.8704], [1.0496, -3.0236, -3.6792], [0.8694, 1.0494, -2.3846], [-5.6381, -2.9258, 1.8178], [1.4446, 0.9575, 2.8992], [-2.0322, -7.5576, 2.1500], [-0.0186, 4.1600, 2.5124], [2.9803, -2.9892, 0.8391], [3.7404, 3.7704, 3.1288], [-1.8488, 3.1480, 3.0694], [-5.3182, -0.6306, -2.0008], [-2.4846, 1.8118, -3.0628], [-4.0899, 6.7052, -2.4771], [1.6678, 2.8567, 1.1450], [2.7425, 1.7655, 1.3104], [-0.0582, 1.0644, -2.9502], [2.1510, -6.0788, -5.1097], [-1.1441, 3.4084, 2.2846], [4.0423, -1.2882, 1.6718], [-3.3984, -7.4197, 2.7184], [-3.2565, 6.8065, -1.7933], [-3.3296, -0.4467, 0.9325], [-1.3050, 3.0225, 1.2759], [4.5293, 2.9667, 1.1017], [4.0429, -0.0418, -0.0370], [2.3723, 4.4847, 2.7949], [2.3449, -1.5387, -2.3865], [-3.9976, -1.4735, 1.7726], [2.3113, 3.2550, -1.7779], [-3.6041, -1.7260, 2.8920], [1.0001, -4.1647, -4.3610], [4.2278, 2.0882, -0.7735], [1.3236, 2.8086, 3.3302], [-0.9495, 6.8529, -0.0883], [-6.4442, -2.4128, -0.4866], [-3.6136, -6.3580, 3.7341], [-0.2996, -4.0075, 0.2605], [-0.1951, 0.4784, -4.1356], [2.2857, 0.6357, 2.2859], [-1.0177, 5.9039, -1.0162], [-4.9268, -0.8820, -0.8808], [-0.0578, 5.2319, 2.7142], [0.1899, -2.3734, -3.5777], [-2.1914, 4.9053, -2.7279], [1.3303, 3.4979, 2.4877], [3.7948, -2.9237, 0.1102], [-3.7605, -0.1747, -0.2964], [2.2101, -0.1867, -1.6419], [1.5304, -0.6130, 0.6392], [-3.5579, 1.2368, -4.7979], [3.1764, -3.8896, 1.4286], [-3.9714, 8.5075, -0.7458], [-0.2453, 5.1563, -1.1547], [-1.9727, 8.7328, 0.9023], [3.7059, 3.1593, 4.4261], [-3.2842, 0.5673, -0.9223], [0.6176, -0.0518, -4.6166], [0.7650, 2.3880, 0.7396], [-5.5962, -1.9087, -0.0407], [1.4754, 4.8786, 0.4623], [-0.1134, 6.9433, 0.5948], [4.3027, -5.2462, -3.9253], [3.0234, -2.1124, 2.8031], [3.4458, -4.5929, -3.8209], [1.4507, -2.3637, -0.5742], [0.0008, -2.7653, 1.4355], [-2.1674, 5.8076, -1.9250], [3.1026, 0.4440, 2.9860]], "mulliken_charge": [0.28, 0.23, -0.73, -0.60, 0.47, 0.59, -0.30, -0.43, -1.25, -1.07, -0.82, 0.66, -0.38, 0.66, -0.84, 0.21, 0.44, -1.48, 0.32, -0.02, -0.18, 0.43, 0.48, -0.26, -0.55, 0.45, 1.23, 0.11, -0.64, 0.52, 0.47, -0.16, -0.20, 0.41, -0.68, -1.78, 0.44, 0.09, -0.57, -0.48, -0.17, 0.84, 0.45, 0.36, -0.43, -0.63, -0.90, 1.46, 0.24, -0.55, -0.08, 0.45, 0.47, 1.71, -0.23, -0.55, -0.98, 0.48, 0.35, -0.46, -0.37, 0.21, 0.50, 0.13, -0.44, -0.54, 0.15, 0.55, -0.56, -0.50, 0.13, 0.86, -0.31, 0.42, -0.40, 0.52, -0.36, -0.62, 0.05, 0.30, 0.46, 0.58, -0.52, -0.15, 0.14, 0.05, 0.39, 0.49, 0.46, 0.37, 0.41, 0.50, -0.56, -0.72, 0.34, 0.73, 0.22, -0.49, 0.00, 0.52, 0.44, 0.40, -0.45, -0.88, 0.11, 0.25, 0.32], "e_lumo_ha": -0.079, "total_energy_ha": -3493.54148, "homo_lumo_gap_ev": 6.22, "homo_energy_ev": -8.37, "fmax_ev_per_a": 2.35, "smiles": "C=C[C@@H]1OS(=O)(=O)C[C@](CCCCCC)([PH2]=N)[C@@H]1CN.O=C1C=CC(=O)C=C1.O=C1C=CC(=O)C=C1.O=C1C=CC(=O)C=C1.O=C1C=CC(=O)C=C1.O=C1C=CC(=O)C=C1"}

=====

Record 2
{"formula": "C5H2NOS", "method": "ωB97M-V with the def2-TZVPD basis set", "symbols": ["H", "S", "O", "H", "C", "N", "C", "C", "C", "C"], "positions_angstrom": [[0.7045, 2.0165, -0.4368], [0.5595, -1.3858, 3.1497], [-0.1716, 0.2936, -1.0583], [1.0054, 1.6116, 1.9425], [0.3640, -0.1502, 2.1461], [-1.3294, -2.0102, -3.3735], [0.0728, 1.0800, -0.0519], [-0.9407, -1.4242, -2.4545], [-0.6832, -0.9095, -1.1979], [0.4186, 0.8782, 1.3347]], "lowdin_spin": [0.02, 0.26, 0.20, 0.01, 0.33, 0.22, 0.34, 0.11, 0.42, 0.09], "e_lumo_ha": [0.106, 0.106], "total_energy_ha": -719.70791, "homo_lumo_gap_ev": [4.64, 6.17], "multiplicity": 3, "homo_energy_ev": [-1.75, -3.28], "charge": -1, "fmax_ev_per_a": 4.15}

=====

Record 3
{"formula": "C24H27N7O2", "method": "ωB97M-V with the def2-TZVPD basis set", "symbols": ["H", "H", "H", "C", "C", "H", "C", "H", "C", "C", "C", "N", "C", "C", "N", "H", "C", "H", "C", "C", "C", "N", "H", "H", "N", "C", "H", "H", "H", "N", "C", "O", "H", "C", "H", "C", "H", "C", "C", "C", "N", "H", "H", "H", "H", "H", "H", "H", "C", "H", "N", "C", "C", "C", "C", "H", "H", "H", "H", "O"], "positions_angstrom": [[2.2262, -4.5605, -1.2737], [1.6885, 3.4608, 1.9519], [2.7223, 1.8660, 0.7641], [-2.5621, 4.6273, 3.5217], [-2.2743, 5.3319, 2.3632], [-2.4578, -1.4122, -3.8110], [2.1402, -0.5312, -1.2217], [-1.4019, 2.0914, 0.7031], [1.2961, -3.0008, 2.1304], [-0.6098, 2.5013, -1.2127], [-0.5396, 1.7883, 0.0973], [-1.8357, 3.6069, 3.9483], [1.5829, -0.7352, 1.1463], [0.8129, 3.4242, 1.2946], [-0.1663, 3.7061, -1.4956], [-0.1266, -3.1748, -2.9749], [-1.8400, 0.7678, -2.6386], [-1.8425, -3.6156, -3.0776], [1.9329, -2.7328, -0.1865], [-1.3203, -2.3048, -1.4053], [-0.7814, 3.2532, 3.2366], [-1.1820, 2.0070, -2.3434], [1.9538, 1.9768, -0.8289], [-2.3045, 0.9143, -3.6165], [2.2086, -1.9054, -1.2389], [1.6655, -4.9229, 0.7570], [0.1156, -0.0733, -3.0022], [2.4236, -2.3210, -2.1379], [-0.8705, -1.5307, -4.5866], [-1.0557, 2.9509, -3.2863], [1.3253, -4.3731, 1.9987], [-0.7262, -1.0213, -1.4045], [-3.4132, 4.8842, 4.1391], [1.5962, -2.1592, 1.0533], [-0.2148, 2.4133, 3.6170], [-0.8747, -0.4319, -2.6944], [1.6910, -5.9972, 0.6474], [-1.1463, -2.8183, -2.8307], [-0.3919, 3.8873, 2.0596], [1.0090, -5.2781, 3.1500], [0.6613, 2.0333, 0.8730], [-2.6122, 0.5753, -1.8869], [1.0374, -2.5519, 3.0783], [-2.3876, -2.2290, -1.1500], [-0.9139, 5.4592, 0.6996], [0.2019, -5.9607, 2.8879], [-2.8983, 6.1550, 2.0499], [-0.6050, 0.7131, -0.0863], [-1.1704, 4.9498, 1.6175], [1.3380, -0.2795, 2.0948], [-0.4570, 3.9350, -2.7701], [1.9656, -4.1223, -0.3207], [1.8532, 0.0533, 0.0834], [-1.3892, -1.5403, -3.6317], [1.8502, 1.5523, 0.1813], [0.7117, -4.7058, 4.0245], [1.8806, -5.8786, 3.4083], [-0.8146, -2.9044, -0.6475], [0.9839, 4.0920, 0.4387], [2.3114, 0.0958, -2.2555]], "nbo_charge": [0.21, 0.20, 0.21, 0.03, -0.26, 0.20, 0.64, 0.24, -0.16, 0.33, -0.30, -0.42, -0.11, -0.26, -0.34, 0.20, -0.23, 0.22, 0.26, -0.06, 0.04, -0.20, 0.22, 0.24, -0.58, -0.19, 0.23, 0.41, 0.23, -0.07, -0.03, -0.55, 0.19, -0.13, 0.19, 0.06, 0.21, -0.42, -0.07, -0.63, -0.43, 0.22, 0.21, 0.16, 0.23, 0.22, 0.22, 0.26, -0.16, 0.23, -0.06, -0.26, -0.11, -0.43, -0.25, 0.22, 0.22, 0.20, 0.22, -0.64], "e_lumo_ha": 0.003, "total_energy_ha": -1464.52515, "homo_lumo_gap_ev": 8.44, "homo_energy_ev": -8.34, "fmax_ev_per_a": 1.50, "smiles": "Cc1ccc2[nH]c(=O)c(CN(Cc3cccnc3)Cc3nnnn3C[C@@H]3CCCO3)cc2c1"}

=====

Record 4
{"formula": "C2H3O2", "method": "ωB97M-V with the def2-TZVPD basis set", "symbols": ["C", "O", "C", "H", "H", "O", "H"], "positions_angstrom": [[-0.1575, -0.4831, 0.2321], [1.0891, -0.6879, -0.4427], [0.9464, 0.6467, -0.2364], [-0.3505, -0.7912, 1.3170], [-0.9304, -0.8627, -0.4302], [1.9478, -0.0168, 0.3753], [0.9606, 1.5332, -0.8988]], "nbo_charge": [-0.10, -0.02, 0.36, 0.29, 0.26, -0.09, 0.29], "e_lumo_ha": -0.184, "total_energy_ha": -227.91713, "homo_lumo_gap_ev": 13.21, "homo_energy_ev": -18.21, "charge": 1, "fmax_ev_per_a": 7.35}

=====

Record 5
{"formula": "C7H9N2", "method": "ωB97M-V with the def2-TZVPD basis set", "symbols": ["H", "C", "N", "C", "N", "H", "C", "H", "C", "H", "C", "H", "H", "C", "H", "H", "H", "C"], "positions_angstrom": [[-1.4557, -1.6077, -1.6903], [1.0015, 2.5530, 0.6214], [-0.1528, -1.8126, 0.6950], [-1.3185, 0.5892, -1.3483], [-0.3377, 1.2848, -0.6095], [-1.1579, -1.8516, 0.9369], [0.6307, 0.4204, 0.0152], [0.4703, -1.2380, 1.3231], [0.2277, -1.0050, -0.5522], [0.2150, -2.7957, 0.6231], [-1.0388, -0.6832, -1.2929], [-0.8105, 3.2818, -0.3412], [0.9640, -1.6516, -1.0043], [1.4379, 1.2476, 0.8110], [2.1448, 0.9528, 1.5258], [-2.2365, 1.0027, -1.7523], [1.4793, 3.3713, 0.9346], [-0.1298, 2.5321, -0.1182]], "nbo_charge": [0.24, -0.28, -0.71, 0.07, -0.34, 0.46, 0.00, 0.48, -0.07, 0.44, -0.30, 0.23, 0.24, -0.21, 0.24, 0.26, 0.24, 0.02], "e_lumo_ha": -0.141, "total_energy_ha": -381.32139, "homo_lumo_gap_ev": 8.48, "homo_energy_ev": -12.33, "charge": 1, "fmax_ev_per_a": 3.66, "smiles": "[NH3+][C@H]1C=Cn2cccc21"}